Record 1
This record from the OMol25 dataset describes a cluster of 2 separate species, C3H5N2O3 in total in a non-equilibrium geometry. The level of theory is ωB97M-V with the def2-TZVPD basis set.

Last column: natural (NBO) charge in e.
CARTESIAN COORDINATES (ANGSTROEM)
O 4.9604 0.1422 -0.4484  -0.761
O 2.8416 -0.4583 -0.9156  -0.850
O 3.4764 -0.2707 1.1724  -0.756
N -1.5784 1.0647 0.4996  -0.486
N -2.3623 -0.1603 0.1504  -0.658
C 3.8851 -0.1195 0.0486  0.975
C 0.7344 0.5115 1.3577  -0.273
C -0.3067 0.7652 0.8011  -0.010
H 1.8939 0.3274 1.4349  0.320
H -2.4252 -0.6747 1.0327  0.341
H -1.7132 -0.7740 -0.3696  0.334
H 2.7706 0.0020 -1.8413  0.460
H -1.6888 1.6474 -0.3257  0.363

## Properties
frontier orbital gap = 0.304 hartree
charge = -1
LUMO level = 0.13359 hartree
HOMO = -0.17001 Eh

=====

Record 2
This record from the OMol25 dataset describes a cluster of 2 separate species, C3H5N2O3 in total in a non-equilibrium geometry. The level of theory is ωB97M-V with the def2-TZVPD basis set.

Last column: natural (NBO) charge in e.
CARTESIAN COORDINATES (ANGSTROEM)
O -4.3024 -0.1719 -0.6812  -0.532
O -0.5197 1.7287 0.2698  -0.727
O -3.3286 0.4886 1.1461  -0.484
N -2.1911 0.1770 -0.7937  -0.618
N -3.2673 0.1886 -0.0366  0.574
C -0.2909 -0.7273 -0.6413  -0.114
C 0.4797 0.9722 0.7458  0.256
C 0.5949 -0.2778 0.4290  -0.486
H 1.0163 -0.9118 1.1961  0.203
H -0.0994 -0.1933 -1.6090  0.205
H 0.9145 1.4105 1.6338  0.132
H -0.6039 -1.6803 -0.7885  0.179
H -1.6759 1.0172 -0.2140  0.412

## Properties
frontier orbital gap (spin up / spin down) = 0.287 / 0.287 hartree
charge = -1
LUMO level (spin up / spin down) = 0.13789 / 0.13789 hartree
HOMO (spin up / spin down) = -0.14890 / -0.14893 Eh

=====

Record 3
This record from the OMol25 dataset describes the ion C3H5N2OS with charge +1 in a non-equilibrium geometry. The level of theory is ωB97M-V with the def2-TZVPD basis set.

Last column: Löwdin spin population.
CARTESIAN COORDINATES (ANGSTROEM)
S 0.0662 1.9217 -2.0666  1.462
O 0.5242 -0.0267 2.7101  0.018
N 0.1744 0.8595 -0.6925  0.325
N 0.2216 -0.1140 1.2682  0.011
C 0.4362 1.0180 0.6295  0.041
C -0.1332 -1.1076 0.2691  0.008
C -0.2038 -0.4659 -0.8791  0.041
H 0.9666 1.7528 1.1168  0.002
H -0.4367 -2.2170 0.4675  0.003
H -0.1578 -0.5832 3.2630  0.001
H 1.3868 2.0204 -2.3231  0.079
H -0.6852 -0.8774 -1.7763  0.008

## Properties
expectation value of S² = 2.005
frontier orbital gap (spin up / spin down) = 0.252 / 0.265 hartree
multiplicity = 3
charge = +1
LUMO level (spin up / spin down) = -0.13201 / -0.28177 hartree
HOMO (spin up / spin down) = -0.38385 / -0.54701 Eh

=====

Record 4
This record from the OMol25 dataset describes the ion C3H5N2OS2 with charge +1 in a non-equilibrium geometry. The level of theory is ωB97M-V with the def2-TZVPD basis set.

Last column: natural (NBO) charge in e.
CARTESIAN COORDINATES (ANGSTROEM)
S 1.3964 1.1823 -1.2704  0.075
S -1.2050 -0.5164 -2.1046  0.087
O -1.1075 1.8088 0.6821  -0.445
N -0.0785 -0.0748 1.6151  -0.556
N 0.3610 -1.2554 -0.1268  -0.518
C 0.4354 -1.1572 1.1531  0.407
C -0.5854 0.7336 0.5479  0.627
C -0.1348 0.0259 -0.7353  -0.191
H -0.1085 0.1829 2.5843  0.465
H 0.8516 2.2465 -0.8297  0.140
H 0.5556 -2.0978 -0.5782  0.454
H 1.0481 -1.7303 1.8401  0.264
H -1.4283 0.6520 -2.7776  0.190

## Properties
frontier orbital gap = 0.315 hartree
charge = +1
LUMO level = -0.19221 hartree
HOMO = -0.50720 Eh

=====

Record 5
This record from the OMol25 dataset describes an isolated molecule of C3H5N2P in a non-equilibrium geometry. The level of theory is ωB97M-V with the def2-TZVPD basis set.

Last column: natural (NBO) charge in e.
CARTESIAN COORDINATES (ANGSTROEM)
P 2.3812 -0.3479 0.1367  0.334
N -1.4587 -1.0594 0.0278  -0.294
N -0.2061 -1.4658 -0.1872  -0.277
C -0.4115 0.7249 0.6382  -0.317
C -1.6907 0.1966 0.4841  -0.107
C 0.6140 -0.1287 0.3821  -0.200
H 2.2022 -1.3045 1.0285  -0.015
H 2.1784 -1.1817 -0.9545  0.002
H -2.6286 0.5967 0.8339  0.229
H -0.2196 1.5253 1.2220  0.220
H -2.0000 -1.8235 -0.3611  0.425

## Properties
frontier orbital gap = 0.350 hartree
LUMO level = 0.03814 hartree
HOMO = -0.31188 Eh

=====

Record 6
This record from the OMol25 dataset describes an isolated molecule of C3H5N3. The level of theory is ωB97M-V with the def2-TZVPD basis set.

Last column: natural (NBO) charge in e.
CARTESIAN COORDINATES (ANGSTROEM)
N -1.6836 0.8394 0.1557  -0.312
N -1.3625 1.8863 1.0381  0.023
N -0.7909 1.4723 2.0506  -0.343
C 0.2108 -0.2548 -1.1365  -0.356
C -0.7475 0.3155 -0.4549  0.372
C 0.9862 -1.4530 -0.6390  -0.624
H 1.5919 -1.2056 0.2386  0.225
H 0.4535 0.1812 -2.1017  0.243
H 0.3161 -2.2723 -0.3640  0.224
H -0.6335 2.3053 2.6323  0.328
H 1.6597 -1.8143 -1.4192  0.220

## Properties
frontier orbital gap = 0.370 hartree
LUMO level = 0.03177 hartree
HOMO = -0.33787 Eh